1.
Entry from the OMol25 dataset: a 3-piece molecular cluster, C31H59ClF4N6O7PS2 overall at a distorted geometry (ωB97M-V with the def2-TZVPD basis set).

Atoms and positions in Å:
1 C 3.86173 1.36926 4.52920
2 C 2.49748 0.86952 4.04769
3 C 2.60117 0.01294 2.78273
4 N 1.24252 -0.22789 2.26441
5 C 1.03258 -1.34920 1.38754
6 C 2.15516 -1.70731 0.38823
7 C 2.87719 -0.51273 -0.25222
8 C -0.17065 -0.91636 0.45026
9 N -0.06862 0.32366 -0.25980
10 C -0.22561 0.36493 -1.52931
11 C -1.08916 1.46553 -2.09176
12 C 0.40363 -0.52399 -2.56477
13 C -1.48566 -1.06033 1.32153
14 C -1.79449 0.36479 1.82179
15 C -2.60250 -1.36264 0.30873
16 C -4.05975 -1.07039 0.76976
17 C -4.70757 0.16260 0.10023
18 C -5.44842 1.02470 1.14920
19 S -7.15654 0.51918 1.48695
20 C -6.86974 -0.96868 2.35673
21 N -6.58406 -1.17861 3.59583
22 N -6.42522 -2.55346 3.73697
23 C -6.63265 -3.05388 2.56599
24 O -6.92356 -2.13207 1.63094
25 N -1.12254 -2.11835 2.38027
26 Cl -2.36936 -3.39280 2.26610
27 C -1.43100 -1.56452 3.77390
28 C -1.43370 -2.56004 4.95022
29 C -2.76216 -2.46416 5.65379
30 F -3.30802 -1.21227 5.76726
31 C -3.49327 -3.51267 6.18226
32 F -4.58027 -4.00393 5.64933
33 F -3.15335 -4.10879 7.30053
34 C 0.28481 -2.59674 2.05536
35 P 0.30724 -4.22196 1.01642
36 N -0.22789 -5.38472 1.87064
37 O 1.78847 -4.54005 0.51795
38 O -0.60335 -4.06089 -0.27725
39 S 1.37490 -3.05043 3.47054
40 O 1.32309 -2.04241 4.46402
41 O 2.65201 -3.37008 2.93925
42 F 0.82759 -4.33044 4.14451
43 H 4.46942 1.75935 3.71533
44 H 3.68705 2.17401 5.24350
45 H 4.36588 0.58674 5.09352
46 H 1.83894 1.71272 3.81537
47 H 2.02666 0.32178 4.86264
48 H 3.22553 0.59391 2.10090
49 H 3.14735 -0.88836 3.05153
50 H 0.99393 0.63121 1.78981
51 H 2.90492 -2.37745 0.79543
52 H 1.69638 -2.29221 -0.41233
53 H 2.39260 0.44705 -0.10860
54 H 3.86666 -0.42455 0.19543
55 H 3.07124 -0.72365 -1.29899
56 H -0.36543 -1.66239 -0.32665
57 H -0.60467 1.90225 -2.96882
58 H -1.23244 2.22157 -1.32497
59 H -2.03798 1.02235 -2.39901
60 H 0.31381 -1.58470 -2.32396
61 H -0.08611 -0.36640 -3.52460
62 H 1.44041 -0.22319 -2.70940
63 H -0.95967 0.88555 2.27560
64 H -2.13249 0.96014 0.98375
65 H -2.60852 0.41009 2.54519
66 H -2.44052 -0.62353 -0.47677
67 H -2.51672 -2.32280 -0.19532
68 H -4.13299 -1.05039 1.85681
69 H -4.62753 -1.94876 0.46387
70 H -3.98590 0.80048 -0.41113
71 H -5.44529 -0.20037 -0.61283
72 H -4.88890 0.97668 2.08254
73 H -5.45256 2.06331 0.82630
74 H -6.57746 -4.09187 2.28752
75 H -2.46322 -1.24321 3.70861
76 H -0.78434 -0.72730 4.00817
77 H -0.65348 -2.25873 5.65217
78 H -1.26536 -3.60669 4.72139
79 H 0.43946 -6.13292 1.99886
80 H 2.26826 -5.00863 1.21404
81 H -0.09747 -3.71343 -1.02916
82 C -1.34111 3.64380 -6.59125
83 C -0.06461 3.91093 -5.81378
84 O 0.65015 2.73824 -5.45631
85 C 1.09219 1.92161 -6.53148
86 C 2.03725 2.61566 -7.49639
87 H -1.99367 2.96751 -6.03612
88 H -1.87432 4.57706 -6.77121
89 H -1.13957 3.18492 -7.55985
90 H -0.31286 4.40291 -4.87231
91 H 0.58588 4.60104 -6.36114
92 H 0.23417 1.50357 -7.06924
93 H 1.60879 1.08016 -6.06573
94 H 1.55035 3.44166 -8.01651
95 H 2.38908 1.91079 -8.24970
96 H 2.89642 3.02239 -6.96677
97 C 3.96827 3.59941 -4.36569
98 C 3.32441 3.21317 -3.04884
99 O 4.00932 2.18288 -2.35401
100 C 5.35179 2.46107 -1.99070
101 C 5.50462 3.65588 -1.06574
102 H 4.07446 2.72562 -5.01062
103 H 3.35692 4.34297 -4.87627
104 H 4.96213 4.02625 -4.22358
105 H 2.32058 2.82929 -3.23992
106 H 3.20344 4.09175 -2.40520
107 H 5.97329 2.57959 -2.88431
108 H 5.70932 1.56570 -1.48032
109 H 5.19422 4.58434 -1.54656
110 H 6.54656 3.76951 -0.76691
111 H 4.89254 3.52839 -0.17116

Calculated values
Charge: +1
Total energy, Ha: -4068.65829
2S+1: 1
Frontier orbital gap, eV: 6.312
LUMO level, eV: -3.920
Highest occupied orbital energy, eV: -10.2


2.
Entry from the OMol25 dataset: C31H59CsN3OSSi3 as an isolated structure (ωB97M-V with the def2-TZVPD basis set).

Atoms and positions in Å:
1 Cs -0.58869 -0.02512 -0.10733
2 C -4.02266 -0.45747 2.92802
3 C -3.33622 -1.66911 2.35710
4 C -2.12164 -2.10448 2.85789
5 C -1.44728 -3.17151 2.28739
6 C -0.11041 -3.60492 2.82584
7 C -2.03000 -3.82884 1.20738
8 C -3.26691 -3.44317 0.70906
9 C -3.93340 -4.20898 -0.40281
10 C -3.89674 -2.34830 1.27972
11 H -3.82089 0.42401 2.31364
12 H -3.66685 -0.23873 3.93346
13 H -5.10395 -0.59959 2.96779
14 H -1.67119 -1.57276 3.69065
15 H 0.51263 -2.74356 3.06843
16 H 0.42520 -4.21738 2.10013
17 H -0.23116 -4.19422 3.73833
18 H -1.50835 -4.66125 0.74571
19 H -4.76886 -4.79624 -0.01375
20 H -3.23694 -4.88936 -0.88938
21 H -4.32824 -3.53730 -1.16626
22 H -4.85193 -2.01733 0.88269
23 C 3.62274 -1.15926 -0.40432
24 O 2.32639 -0.80352 -0.84349
25 Si 1.99385 -0.35466 -2.46142
26 C 3.48813 -0.94313 -3.45893
27 C 2.17378 1.52779 -2.41467
28 C 0.38676 -0.95672 -2.93905
29 Si -0.47861 -0.00792 -4.21843
30 C -1.14213 1.66169 -3.61472
31 C -2.02017 -0.86066 -4.91263
32 C 0.56812 0.37654 -5.75566
33 Si 0.27861 -2.76533 -3.02860
34 C 1.36261 -3.65149 -1.75209
35 C -1.44918 -3.44157 -2.65957
36 C 0.78408 -3.52001 -4.69443
37 H 4.01907 -2.00562 -0.97284
38 H 3.57346 -1.44002 0.64843
39 H 4.33190 -0.32702 -0.50869
40 H 4.43095 -0.51349 -3.10723
41 H 3.34399 -0.63577 -4.49863
42 H 3.58697 -2.03150 -3.45537
43 H 3.18983 1.77282 -2.08739
44 H 1.47161 2.01849 -1.73154
45 H 2.03406 1.97842 -3.40052
46 H -1.99405 1.53334 -2.93887
47 H -1.49303 2.26724 -4.45638
48 H -0.39532 2.24980 -3.07800
49 H -2.75862 -1.04084 -4.12729
50 H -1.80891 -1.81492 -5.40036
51 H -2.47937 -0.20085 -5.65537
52 H 1.43138 1.00480 -5.51674
53 H -0.01663 0.89660 -6.52126
54 H 0.95051 -0.55167 -6.19008
55 H 1.12176 -3.33319 -0.73418
56 H 2.43071 -3.47576 -1.90011
57 H 1.19099 -4.73038 -1.82459
58 H -1.79352 -3.06823 -1.69051
59 H -1.42962 -4.53513 -2.60497
60 H -2.19018 -3.15632 -3.40788
61 H 1.83050 -3.28601 -4.91050
62 H 0.18501 -3.12103 -5.51738
63 H 0.67234 -4.60922 -4.69479
64 C 0.02236 2.43572 5.40634
65 N -0.79887 2.91789 4.31588
66 C -1.99839 2.11342 4.21365
67 C -0.03272 2.88547 3.06696
68 C -0.71285 3.55265 1.89158
69 C -0.55018 4.93580 1.77477
70 C -1.16310 5.63370 0.74383
71 C -1.95725 4.93040 -0.15343
72 C -2.10179 3.55197 -0.01434
73 C -1.47752 2.78053 0.98821
74 H -0.54624 2.45924 6.33856
75 H 0.89974 3.07662 5.52521
76 H 0.37407 1.40005 5.24352
77 H -2.59100 2.21602 5.12661
78 H -1.75277 1.04553 4.07261
79 H -2.58625 2.42620 3.35296
80 H 0.21219 1.83911 2.80447
81 H 0.90794 3.39943 3.29398
82 H 0.05535 5.47514 2.50156
83 H -1.02944 6.70534 0.64509
84 H -2.45765 5.45872 -0.96037
85 H -2.74856 3.05670 -0.74135
86 C 3.68491 2.94369 3.91165
87 N 3.18006 1.58286 3.88199
88 C 2.81282 0.79266 2.85285
89 S 2.47018 -0.83642 3.18399
90 N 2.72857 1.25548 1.59819
91 C 2.90123 2.59807 1.06255
92 H 3.73197 3.24746 4.95572
93 H 3.02440 3.63827 3.40176
94 H 4.68919 3.02335 3.49053
95 H 3.19263 1.07191 4.74760
96 H 2.46355 0.54175 0.93272
97 H 3.88094 3.00930 1.29941
98 H 2.11608 3.28159 1.38692
99 H 2.83014 2.51366 -0.01487

Calculated values
Charge: -1
Total energy, Ha: -2743.08247
2S+1: 1
Frontier orbital gap, eV: 5.781
Energy above the lowest of the compared OMol25 structures with the same formula, charge and spin, eV: 0.397
LUMO level, eV: 2.019
Highest occupied orbital energy, eV: -3.8


3.
Entry from the OMol25 dataset: C31H60AlF3O21S7 as an isolated structure at a distorted geometry (ωB97M-V with the def2-TZVPD basis set).

Atoms and positions in Å:
1 Al -2.68262 1.77369 -0.97792
2 C 0.39365 -0.52818 1.01415
3 F 1.03223 -1.68657 0.56083
4 F -0.92356 -0.84767 1.26378
5 F 0.82186 -0.07586 2.20498
6 S 0.45367 0.98551 -0.24752
7 O 1.29813 0.44608 -1.26068
8 O -0.89190 1.19759 -0.77200
9 O 0.88505 2.18043 0.49160
10 O 1.24279 3.58380 4.36946
11 S 2.36890 2.64704 4.07537
12 O 3.45770 2.58181 5.03704
13 O 1.77787 1.08927 3.75215
14 C 0.71076 0.57814 4.51489
15 C 0.68637 -0.87691 4.75892
16 C 2.97031 3.02800 2.26491
17 H -0.22462 0.90045 4.05742
18 H 0.71999 1.07099 5.48706
19 H 1.61978 -1.36105 5.04606
20 H 0.36819 -1.46457 3.89780
21 H -0.08361 -1.15569 5.47831
22 H 3.53861 2.13946 1.98988
23 H 3.61173 3.90458 2.35592
24 H 2.09277 3.13811 1.62781
25 O -0.55763 4.29689 -3.58009
26 S -0.27265 3.07890 -2.88011
27 O -1.29877 2.45746 -2.02982
28 O 0.14395 1.98497 -4.06680
29 C 0.85533 2.37373 -5.19118
30 C 1.17054 0.95022 -5.64530
31 C 1.41017 3.21432 -2.03128
32 H 1.76003 2.95246 -5.00493
33 H 0.23915 2.72138 -6.02037
34 H 1.76306 0.92937 -6.55995
35 H 0.21133 0.50958 -5.91707
36 H 1.67748 0.23054 -5.00250
37 H 1.22329 3.75425 -1.10302
38 H 2.14259 3.62295 -2.72747
39 H 1.65309 2.15901 -1.90716
40 O -1.48959 5.13937 0.87388
41 S -0.94593 3.79307 0.64723
42 O -1.69152 2.87091 -0.27546
43 O 0.71402 3.89173 0.27849
44 C 1.34462 5.20090 0.34410
45 C 1.52764 5.57435 1.81275
46 C -0.79997 2.85418 2.27445
47 H 0.72583 5.88351 -0.23834
48 H 2.25390 5.17960 -0.25662
49 H 0.69211 5.62244 2.51108
50 H 1.87681 6.60153 1.70747
51 H 2.34398 5.00305 2.25469
52 H 0.11215 3.27001 2.70248
53 H -0.53076 1.81709 2.07427
54 H -1.80589 3.02650 2.65726
55 O -2.04173 1.01301 0.72851
56 S -2.20523 0.90349 2.20326
57 O -1.16728 1.41627 3.11298
58 O -3.69981 1.57293 2.64727
59 C -3.83538 2.11857 3.93341
60 C -4.10058 1.04968 5.00017
61 C -2.49906 -0.81297 2.79992
62 H -4.74620 2.71725 3.94263
63 H -2.97900 2.68049 4.30618
64 H -4.56746 0.11527 4.68873
65 H -4.65079 1.52822 5.81033
66 H -3.21548 0.76186 5.56750
67 H -3.57240 -0.94680 2.66532
68 H -2.16574 -0.81419 3.83771
69 H -1.93205 -1.44958 2.12071
70 O -1.61625 0.51236 -4.76381
71 S -1.37270 0.05105 -3.37775
72 O -1.91477 0.76608 -2.19916
73 O -1.82249 -1.52667 -3.24145
74 C -1.74582 -2.31324 -4.46433
75 C -1.65010 -3.81903 -4.29827
76 C 0.42704 -0.06035 -3.10870
77 H -0.85824 -2.07209 -5.04926
78 H -2.65614 -2.13665 -5.03725
79 H -1.25309 -4.32767 -5.17677
80 H -2.62885 -4.22132 -4.03693
81 H -0.89535 -4.02428 -3.53910
82 H 0.97464 -0.50115 -3.94172
83 H 0.45896 -0.74783 -2.26345
84 H 0.78596 0.94287 -2.87884
85 O -2.74002 -0.00389 -0.73877
86 S -2.37548 -1.38185 -0.66630
87 O -0.99035 -1.79162 -0.75413
88 O -3.02367 -1.90645 0.79553
89 C -2.36587 -3.06868 1.31279
90 C -3.10817 -3.33196 2.63613
91 C -3.42994 -2.46293 -1.74117
92 H -1.31663 -2.94341 1.58019
93 H -2.51670 -3.87249 0.59221
94 H -2.95953 -4.38449 2.87743
95 H -4.14999 -3.03293 2.75141
96 H -2.47955 -2.87326 3.39937
97 H -2.78550 -3.25188 -2.12895
98 H -3.67893 -1.90981 -2.64680
99 H -4.30804 -2.95955 -1.32837
100 C 4.93730 -0.19491 -0.63519
101 C 3.54096 -0.18141 -0.87985
102 C 2.91428 -1.40256 -1.21482
103 C 3.70654 -2.51076 -1.37474
104 C 5.05297 -2.59159 -1.20326
105 C 5.73389 -1.35378 -0.90711
106 H 5.43899 0.71191 -0.33123
107 H 2.96053 0.69163 -0.62038
108 H 1.87818 -1.35107 -1.51526
109 H 3.22608 -3.45146 -1.59975
110 H 5.70182 -3.45202 -1.27439
111 H 6.81190 -1.32933 -0.84644
112 C 1.96288 -5.71932 -0.48156
113 C 2.25291 -4.35469 -0.36958
114 C 1.29264 -3.37431 -0.71276
115 C -0.00444 -3.76232 -1.18499
116 C -0.22877 -5.19078 -1.43095
117 C 0.76000 -6.08515 -1.04623
118 H 2.64101 -6.46900 -0.10141
119 H 3.15771 -4.04709 0.13353
120 H 1.46918 -2.31074 -0.64921
121 H -0.79174 -3.03677 -1.32685
122 H -1.13950 -5.54808 -1.88844
123 H 0.40636 -7.09946 -1.15814

Calculated values
Charge: +2
Total energy, Ha: -6124.32256
2S+1: 1
Frontier orbital gap, eV: 3.685
Energy above the lowest of the compared OMol25 structures with the same formula, charge and spin, eV: 36.054
LUMO level, eV: -8.910
Highest occupied orbital energy, eV: -12.6


4.
Entry from the OMol25 dataset: a 6-piece molecular cluster, C31H60BrN2O8P overall at a distorted geometry (ωB97M-V with the def2-TZVPD basis set).

Atoms and positions in Å:
1 C 1.08819 0.25587 -1.20179
2 C 1.37206 -0.49695 -2.64082
3 N 2.39250 0.04241 -3.42507
4 C 0.52278 -1.80276 -3.20957
5 C -1.06933 -1.58484 -2.89920
6 C -2.02815 -1.04636 -4.11511
7 C -3.64564 -0.72486 -3.96148
8 C -4.30698 -0.97591 -2.48253
9 C -3.34535 -1.52117 -1.27080
10 C -1.72745 -1.85077 -1.38407
11 P -0.74207 -2.46364 0.12416
12 O 0.86200 -3.00771 -0.25818
13 Br -1.79697 -4.38132 0.88170
14 C -4.39063 -1.58394 -0.01437
15 O -4.41101 -2.27375 1.12724
16 N -5.52500 -0.60802 -0.39156
17 C -5.82305 -0.77468 -1.89289
18 O -7.00305 -0.78634 -2.53354
19 H -0.08100 0.45458 -1.13783
20 H 1.58992 1.33565 -1.28274
21 H 1.47422 -0.33980 -0.26489
22 H 2.47556 -0.52080 -4.32356
23 H 0.96389 -2.83570 -2.88081
24 H 0.64329 -1.75670 -4.39626
25 H -1.53232 -0.85939 -5.15905
26 H -4.33601 -0.30811 -4.81004
27 H 0.74009 -3.88471 -0.76377
28 H -4.95608 0.29062 -0.35462
29 C -4.05989 4.15634 1.91093
30 C -3.86841 2.64982 1.84469
31 O -3.31653 2.20133 0.60924
32 C -2.02966 2.71073 0.26714
33 C -0.95381 2.36669 1.28325
34 H -4.70620 4.49686 1.09210
35 H -4.51762 4.44176 2.86366
36 H -3.11277 4.69214 1.82214
37 H -4.84589 2.16757 1.94530
38 H -3.26146 2.29216 2.68186
39 H -2.08434 3.79140 0.09941
40 H -1.76037 2.26291 -0.69675
41 H -1.16641 2.79502 2.26556
42 H 0.01709 2.74827 0.95354
43 H -0.87943 1.28121 1.40910
44 C 0.44011 5.44006 5.28069
45 C 0.63159 3.93354 5.21446
46 O 1.18347 3.48505 3.97901
47 C 2.47034 3.99445 3.63690
48 C 3.54619 3.65042 4.65302
49 H -0.20620 5.78058 4.46187
50 H -0.01762 5.72548 6.23343
51 H 1.38723 5.97586 5.19190
52 H -0.34589 3.45130 5.31506
53 H 1.23854 3.57589 6.05163
54 H 2.41566 5.07512 3.46918
55 H 2.73963 3.54663 2.67301
56 H 3.33359 4.07874 5.63533
57 H 4.51709 4.03199 4.32331
58 H 3.62057 2.56494 4.77887
59 C -9.69387 -2.35857 -7.76639
60 C -8.31207 -2.99069 -7.80752
61 O -7.35818 -2.32461 -6.98384
62 C -7.65217 -2.26959 -5.58988
63 C -7.78405 -3.63917 -4.94554
64 H -9.64240 -1.30487 -8.06838
65 H -10.37558 -2.88611 -8.44143
66 H -10.12666 -2.38907 -6.76451
67 H -7.93280 -2.93758 -8.83294
68 H -8.35665 -4.05337 -7.55082
69 H -8.54736 -1.66321 -5.41702
70 H -6.82157 -1.73473 -5.11431
71 H -8.60481 -4.21715 -5.37666
72 H -7.97169 -3.53844 -3.87242
73 H -6.86582 -4.21903 -5.08790
74 C 9.00633 4.75485 2.73122
75 C 8.15300 4.03294 3.76142
76 O 6.91764 3.55102 3.23830
77 C 7.00463 2.61230 2.16881
78 C 7.75402 1.34327 2.53800
79 H 8.45358 5.59864 2.29920
80 H 9.92394 5.13363 3.19298
81 H 9.29382 4.09840 1.90755
82 H 7.90197 4.73520 4.56265
83 H 8.70887 3.21609 4.23144
84 H 7.44263 3.08740 1.28484
85 H 5.97557 2.34794 1.89808
86 H 8.79237 1.54564 2.81087
87 H 7.75813 0.64501 1.69576
88 H 7.27983 0.85476 3.39599
89 C 2.76758 -4.20635 1.85919
90 C 2.95906 -5.71287 1.79295
91 O 3.51094 -6.16136 0.55750
92 C 4.79781 -5.65196 0.21540
93 C 5.87366 -5.99599 1.23151
94 H 2.12127 -3.86583 1.04036
95 H 2.30985 -3.92093 2.81192
96 H 3.71470 -3.67055 1.77040
97 H 1.98158 -6.19511 1.89356
98 H 3.56601 -6.07052 2.63012
99 H 4.74313 -4.57129 0.04767
100 H 5.06710 -6.09978 -0.74849
101 H 5.66106 -5.56767 2.21382
102 H 6.84456 -5.61442 0.90180
103 H 5.94803 -7.08147 1.35736

Calculated values
Total energy, Ha: -4843.47785
2S+1: 1
Frontier orbital gap, eV: 7.348
Energy above the lowest of the compared OMol25 structures with the same formula, charge and spin, eV: 12.325
LUMO level, eV: -1.697
Highest occupied orbital energy, eV: -9.0
SMILES string: [H]/N=C(/C)Cc1ccc2c(c1P(O)Br)C(=O)NC2=O.CCOCC.CCOCC.CCOCC.CCOCC.CCOCC